117
Properties=species:S:1:pos:R:3:forces:R:3 method="wB97M-V/def2-TZVPD" homo_ev=-11.98 molar_mass_g_mol=1169.1 lumo_energy_ev=-5.3 multiplicity=1 orbital_gap_ev=6.66 de_lowest_kj_mol=0.0 charge=+2 max_force_ha_per_bohr=0.014
Ir -0.16490 0.08161 0.33071 -0.3 0.6 0.2
C -4.70494 -0.19169 1.69503 0.1 0.0 0.3
Sb -2.74700 0.43389 1.14854 0.1 -0.1 -0.7
C -1.62626 -1.34903 0.63769 0.0 -0.3 0.0
C -1.45108 -1.91780 2.02725 -0.1 0.2 0.1
C -0.67390 -3.01661 2.37822 0.0 -0.1 0.0
C -0.60537 -3.39359 3.71091 0.0 0.0 0.0
C -1.29677 -2.66776 4.66876 0.0 0.0 0.0
C -2.03523 -1.57506 4.24655 0.0 0.0 0.0
N -2.10524 -1.22211 2.96813 0.1 0.0 -0.1
Si -2.08153 -2.71791 -0.59885 0.0 0.0 0.1
C -2.15605 -2.12776 -2.38036 0.0 0.0 0.0
C -0.85793 -4.15094 -0.65954 0.0 0.0 0.0
C -3.64911 -3.52218 0.04583 0.0 0.0 -0.1
C -3.28263 1.54905 -0.72173 0.0 0.1 0.1
C -2.11270 1.57653 -1.64623 0.0 0.0 -0.1
C -2.15152 2.46276 -2.74261 0.0 0.0 0.0
C -1.22451 2.44060 -3.75391 0.0 0.0 0.0
C -0.20174 1.50131 -3.68250 0.0 0.0 0.0
C -0.14191 0.72425 -2.55491 0.1 0.0 -0.1
N -1.01366 0.76883 -1.52516 0.1 0.0 0.1
Si -4.92122 1.09050 -1.67602 -0.1 0.0 0.0
C -5.10224 -0.74685 -1.97706 0.0 0.0 0.0
C -5.04634 1.87438 -3.37622 0.0 0.0 0.0
C -6.47046 1.64374 -0.76697 0.0 0.1 0.0
Si -3.60862 3.31902 0.01413 -0.1 0.1 0.0
C -4.41590 4.56640 -1.13200 0.0 0.0 0.0
C -1.97811 4.08820 0.53610 0.0 0.0 0.0
C -4.63709 3.24622 1.58233 0.0 0.0 0.0
H -4.57606 -1.12892 2.22774 0.0 0.0 0.0
H -5.27123 -0.34925 0.78328 0.0 0.0 0.0
H -5.18684 0.54574 2.33027 0.0 0.0 0.0
H -0.12585 -3.56798 1.62987 0.0 0.0 0.0
H -0.01128 -4.25173 3.99844 0.0 0.0 0.0
H -1.26878 -2.93904 5.71419 0.0 0.0 0.0
H -2.59190 -0.96638 4.94928 0.0 0.0 0.0
H -1.15923 -2.18080 -2.82722 0.0 0.0 0.0
H -2.54715 -1.12660 -2.53408 0.0 0.0 0.0
H -2.78790 -2.82069 -2.94194 0.0 0.0 0.0
H 0.19030 -3.86007 -0.70857 0.0 0.0 0.0
H -1.07693 -4.71456 -1.57160 0.0 0.0 0.0
H -0.98222 -4.84501 0.17170 0.0 0.0 0.0
H -4.56374 -2.93999 -0.02840 0.0 0.1 0.0
H -3.51012 -3.78812 1.09754 0.0 0.0 0.0
H -3.80965 -4.45701 -0.49723 0.0 0.0 0.0
H -2.97975 3.14781 -2.80104 0.0 0.0 0.0
H -1.30990 3.11954 -4.59227 0.0 0.0 0.0
H 0.53015 1.37661 -4.46807 0.0 0.0 0.0
H 0.66638 0.02271 -2.44505 0.0 0.0 0.0
H -4.80139 -1.00830 -2.99208 0.0 0.0 0.0
H -6.14947 -1.03506 -1.86157 0.0 0.0 0.0
H -4.51690 -1.35247 -1.29542 0.0 -0.1 0.1
H -4.29293 1.49921 -4.07061 0.0 0.0 0.0
H -5.03436 2.96356 -3.39775 0.0 0.0 0.0
H -6.01831 1.55751 -3.76625 0.0 0.0 0.0
H -6.57502 1.29652 0.25798 0.0 0.0 0.0
H -7.29947 1.20936 -1.33241 0.0 0.0 0.0
H -6.61909 2.72282 -0.77339 0.0 0.0 0.0
H -3.76817 4.89330 -1.94660 0.0 0.0 0.0
H -4.61716 5.45305 -0.52405 0.0 0.0 0.0
H -5.36594 4.25221 -1.55832 0.0 0.0 0.0
H -1.42840 4.48982 -0.31709 0.0 0.0 0.0
H -1.36854 3.35402 1.06591 0.0 0.0 0.0
H -2.17885 4.91165 1.22471 0.0 0.0 0.0
H -5.60121 2.75660 1.47915 0.0 0.0 0.0
H -4.83523 4.28596 1.85835 0.0 0.0 0.0
H -4.10708 2.80458 2.42982 0.0 0.0 0.0
Br 8.07157 1.11741 5.58688 0.0 0.0 0.0
C 7.33653 -0.40589 4.75109 0.0 0.0 0.0
C 6.98517 -0.34145 3.41088 0.0 0.0 0.0
C 6.42587 -1.44854 2.79575 0.0 0.1 -0.1
C 6.24139 -2.61773 3.51885 0.3 0.0 0.1
C 6.66020 -2.69835 4.84111 -0.1 -0.1 -0.1
C 7.18132 -1.58115 5.47241 0.0 0.1 0.0
N 5.77923 -3.81711 2.88919 -0.1 -0.1 0.1
N 4.69539 -3.84694 2.29894 0.1 0.0 -0.1
C 3.78418 -2.74125 2.30874 -0.3 0.0 -0.1
C 3.37286 -2.08302 3.44436 -0.1 0.0 0.0
C 2.30534 -1.17248 3.42842 0.1 0.0 0.0
C 1.63128 -0.89613 2.25628 0.0 0.0 0.0
O 0.61740 -0.05752 2.17439 0.2 -0.3 0.0
C 2.05664 -1.55623 1.07335 0.0 0.1 0.0
N 1.35368 -1.26079 -0.07585 -0.2 -0.1 0.0
C 1.63608 -1.93080 -1.17324 0.0 0.0 0.0
C 2.66288 -2.88629 -1.23893 0.1 0.0 0.0
C 3.39575 -3.17086 -0.12010 0.0 0.0 -0.1
C 3.10028 -2.49986 1.08880 0.1 -0.1 0.1
H 7.16142 0.56825 2.85354 0.0 0.0 0.0
H 6.15466 -1.40636 1.74716 0.0 0.0 0.0
H 6.56993 -3.64077 5.36542 0.0 0.0 0.0
H 7.49008 -1.62945 6.50694 0.0 0.0 0.0
H 3.86036 -2.28463 4.38894 0.0 0.0 0.0
H 1.98105 -0.70168 4.34700 0.0 0.0 0.0
H 1.01669 -1.75384 -2.03986 0.0 0.0 0.0
H 2.83254 -3.40359 -2.17236 0.0 0.0 0.0
H 4.17568 -3.92045 -0.12922 0.0 0.0 0.0
C 3.95417 2.41218 -0.84111 0.0 0.0 0.0
C 2.76255 1.42925 -0.86407 0.1 0.0 0.0
N 1.69591 1.87819 0.04274 -0.1 -0.2 0.1
C 1.14165 3.14116 -0.45912 0.0 0.0 -0.1
C 2.25798 4.17650 -0.71341 0.0 0.0 0.0
N 3.51257 3.63459 -0.09402 0.0 0.0 0.0
C 3.26489 3.28988 1.34753 0.0 0.0 0.0
C 2.27476 2.10642 1.37939 0.0 0.1 0.0
H 4.25679 2.73017 -1.83701 0.0 0.0 0.0
H 4.82281 2.01366 -0.31971 0.0 0.0 0.0
H 3.10123 0.44224 -0.55753 0.0 0.0 0.0
H 2.35300 1.35302 -1.86869 0.0 0.0 0.0
H 0.44321 3.51823 0.27771 0.0 0.0 0.0
H 0.58833 2.94887 -1.37823 0.0 0.0 0.0
H 2.04927 5.13577 -0.24326 0.0 0.0 0.0
H 2.46634 4.33877 -1.76979 0.0 0.0 0.0
H 4.24486 4.34148 -0.14644 0.0 0.0 0.0
H 2.87542 4.18665 1.82652 0.0 0.0 0.0
H 4.22742 3.04388 1.79228 0.0 0.0 0.0
H 1.47001 2.29529 2.08507 0.0 0.0 0.0
H 2.77704 1.19716 1.70152 0.0 0.0 0.0